[1]
# C44H50MgN3O2P2SSe

A structure of composition C44H50MgN3O2P2SSe (the ωB97M-V functional and the def2-TZVPD basis, OMol25).

Geometry as XYZ:
```
104
Properties=species:S:1:pos:R:3:forces:R:3:mulliken_charge:R:1
Mg 0.46754 0.37985 0.72635 0.18 0.11 -0.08 1.918
C 0.50029 -3.69862 1.68480 0.03 -0.03 -0.01 -1.592
C -0.18322 -2.66207 2.53277 0.01 0.04 0.00 0.704
C 0.56690 -1.79319 3.31727 0.02 0.00 0.02 -0.253
C -0.03924 -0.83786 4.13251 0.00 -0.05 0.05 0.495
C 0.78745 -0.01457 5.07934 0.00 0.02 -0.04 -1.511
C -1.42355 -0.72666 4.10240 0.01 -0.06 0.07 -0.606
C -2.20185 -1.58285 3.32663 -0.01 -0.02 0.03 0.315
C -3.70296 -1.48090 3.35900 -0.03 0.04 -0.01 -1.442
C -1.56963 -2.55078 2.55650 0.03 -0.01 -0.02 0.134
H 0.83776 -4.54433 2.28851 -0.02 0.01 0.02 0.491
H 1.38109 -3.27441 1.19722 -0.01 0.00 -0.03 -0.011
H -0.16767 -4.08936 0.91634 -0.02 0.02 -0.01 0.298
H 1.64997 -1.88074 3.32594 -0.01 0.01 -0.01 0.492
H 1.02432 -0.59826 5.97132 0.00 -0.02 0.02 0.434
H 0.25936 0.88383 5.39371 -0.01 0.02 -0.01 0.345
H 1.72141 0.29711 4.61295 0.01 -0.01 0.02 0.103
H -1.90602 0.02638 4.71610 -0.02 0.01 0.00 0.411
H -4.11815 -2.04687 4.19461 0.03 -0.02 0.03 0.431
H -4.14827 -1.88206 2.44837 -0.01 -0.01 0.00 0.049
H -4.02903 -0.44675 3.47982 0.01 0.01 -0.01 0.300
H -2.16333 -3.22162 1.94450 -0.01 -0.01 0.01 0.599
O -0.15861 1.61042 -0.71527 -0.16 -0.04 -0.59 -0.758
P -1.01141 1.62820 -1.96621 0.41 -0.14 0.71 1.024
C -2.09545 0.17356 -1.96644 -0.33 0.07 0.04 -1.588
P -1.26990 -1.32821 -1.38977 0.27 0.27 0.66 1.183
O -0.64950 -1.05514 -0.03255 -0.06 -0.16 -0.32 0.041
C -2.51974 -2.58374 -1.26071 -0.24 -0.06 -0.01 0.898
C -2.46901 -3.76829 -1.98811 0.01 -0.03 -0.01 -0.602
C -3.46729 -4.71931 -1.82297 0.02 0.01 0.00 -0.737
C -4.50895 -4.48734 -0.93941 -0.01 0.01 0.02 -0.679
C -4.56230 -3.30533 -0.20795 0.01 -0.04 -0.04 -0.604
C -3.57080 -2.35593 -0.36727 0.01 -0.01 -0.02 -0.623
C -0.06448 -1.79174 -2.60689 0.06 -0.27 -0.14 0.793
C -0.32780 -1.67678 -3.97344 0.09 -0.05 0.00 -0.507
C 0.62926 -2.07092 -4.89102 0.00 -0.02 0.05 -0.675
C 1.84325 -2.58521 -4.44741 0.01 0.00 -0.03 -0.720
C 2.10136 -2.71791 -3.09221 -0.11 0.05 0.02 -0.739
C 1.14269 -2.32907 -2.16588 0.02 0.00 -0.05 -0.594
C -2.06465 3.05684 -1.98585 -0.13 0.13 -0.02 0.702
C -1.75683 4.08194 -1.09245 -0.06 0.06 -0.05 -0.681
C -2.56433 5.20994 -1.04446 0.03 -0.13 0.00 -0.638
C -3.66590 5.31158 -1.87778 -0.04 0.01 -0.03 -0.551
C -3.97658 4.28884 -2.76644 0.03 0.03 0.02 -0.874
C -3.18034 3.15910 -2.81977 0.01 -0.02 0.03 -0.412
C -0.00045 1.51822 -3.42924 0.20 0.13 -0.15 0.665
C 1.35009 1.21881 -3.26188 0.01 -0.02 -0.09 -0.193
C 2.16703 1.08587 -4.37609 -0.05 0.01 0.06 -0.645
C 1.64051 1.25684 -5.64690 -0.03 0.02 -0.02 -0.611
C 0.29553 1.56519 -5.81525 0.05 -0.01 0.02 -0.799
C -0.52502 1.69892 -4.70830 0.01 -0.01 0.00 -0.630
H -2.58556 0.01396 -2.92851 0.00 0.03 -0.01 0.726
H -2.87122 0.38855 -1.22149 -0.04 -0.06 -0.08 0.669
H -1.65379 -3.95757 -2.67516 0.01 0.03 0.00 0.395
H -3.42800 -5.64199 -2.38457 0.00 -0.02 -0.01 0.446
H -5.28402 -5.23109 -0.81492 -0.02 -0.01 0.00 0.405
H -5.37301 -3.13068 0.48634 -0.01 0.00 0.00 0.439
H -3.60101 -1.44750 0.22289 0.03 0.03 -0.01 0.281
H -1.26854 -1.27542 -4.32783 -0.02 0.01 0.00 0.337
H 0.43377 -1.97361 -5.94980 0.00 0.00 -0.02 0.455
H 2.59103 -2.88652 -5.16871 0.01 -0.01 -0.02 0.404
H 3.04375 -3.12124 -2.75071 0.04 -0.02 0.01 0.457
H 1.33657 -2.44021 -1.10525 -0.05 0.01 -0.06 0.300
H -0.90492 3.99014 -0.43207 0.02 -0.04 0.04 0.384
H -2.33974 5.99586 -0.33925 0.02 0.06 0.03 0.455
H -4.29624 6.18882 -1.82951 -0.02 0.02 0.00 0.408
H -4.84194 4.37095 -3.40893 -0.02 0.00 -0.01 0.432
H -3.44665 2.35858 -3.50001 0.01 -0.03 0.00 0.294
H 1.75743 1.08482 -2.26748 0.00 0.01 0.01 0.189
H 3.21468 0.85154 -4.24732 0.03 -0.01 0.00 0.478
H 2.28114 1.15910 -6.51278 0.01 0.00 -0.03 0.439
H -0.10837 1.71181 -6.80715 -0.01 0.00 -0.03 0.431
H -1.56754 1.95562 -4.85141 -0.02 0.02 0.03 0.293
Se 1.05488 2.23548 2.30622 -0.24 0.14 0.24 -0.372
C -0.71027 2.96354 2.37814 -0.01 0.02 -0.05 0.190
C -1.86106 2.19473 2.20802 0.05 -0.24 -0.09 0.480
C -3.10764 2.79653 2.23532 -0.02 0.12 0.00 -0.737
N -3.30363 4.09995 2.42695 0.08 -0.07 -0.01 -0.603
C -2.20445 4.82997 2.61425 -0.06 -0.01 -0.01 -0.634
C -0.91470 4.32290 2.59890 0.10 0.08 -0.01 -0.387
H -1.81004 1.11480 2.07640 0.03 0.08 0.02 -0.034
H -3.99883 2.19323 2.09842 -0.05 -0.02 -0.01 0.404
H -2.36137 5.88903 2.78463 -0.01 0.04 0.01 0.425
H -0.07535 4.98929 2.75127 0.00 -0.02 0.00 0.442
C 5.42239 -2.81070 1.12193 0.05 -0.06 -0.09 -1.175
C 4.55802 -2.21933 2.21811 -0.06 0.01 0.14 -0.213
N 4.56996 -0.75898 2.22333 0.07 0.12 0.10 0.012
C 3.82636 0.02409 1.44643 -0.10 0.03 -0.06 -0.011
S 2.74533 -0.67228 0.29388 0.03 0.11 -0.07 -0.120
N 3.93969 1.34421 1.56018 -0.10 0.00 -0.24 -0.066
C 4.67586 2.08094 2.58133 -0.09 -0.02 0.06 -0.804
C 6.09372 2.42892 2.15965 0.04 -0.02 -0.01 -1.161
H 5.28545 -3.89086 1.08484 0.02 -0.04 0.01 0.392
H 6.47838 -2.60989 1.30195 0.02 0.02 -0.01 0.371
H 5.15036 -2.40001 0.14949 -0.03 -0.01 0.03 0.237
H 4.91800 -2.52224 3.20165 -0.03 -0.07 -0.02 0.544
H 3.52317 -2.54882 2.13112 0.05 0.02 -0.05 -0.230
H 5.24634 -0.31196 2.82148 0.02 0.00 -0.01 0.271
H 3.35155 1.88138 0.93454 0.01 -0.07 0.14 0.312
H 4.66116 1.50759 3.51117 0.00 -0.03 0.00 0.435
H 4.08875 2.97651 2.78629 0.05 0.01 -0.02 0.355
H 6.65772 1.53845 1.87865 0.02 -0.02 0.01 0.284
H 6.62029 2.92190 2.97521 0.00 0.02 0.03 0.401
H 6.08856 3.10310 1.30479 -0.01 0.00 -0.03 0.326
```
Forces are in eV/Å.

The value obtained for the energy above the lowest of the compared OMol25 structures with the same formula, charge and spin is 0.0 kJ/mol. The multiplicity is 1. The total charge is +1. The total energy comes out at -5703.9439 hartree. For the largest force on an atom, the calculation gives 0.827 eV/A.


[2]
# C44H50N2O5S

A cluster of 7 separate species, C44H50N2O5S in total at a distorted geometry (the ωB97M-V functional and the def2-TZVPD basis, OMol25).

Geometry as XYZ:
```
102
Properties=species:S:1:pos:R:3:forces:R:3:mulliken_charge:R:1
C 3.60283 3.64083 1.71060 -0.19 -0.35 1.18 -0.598
C 3.13352 3.24060 3.09602 -0.24 0.38 -1.08 -0.574
C 1.55461 2.80243 3.41286 1.83 1.07 -2.59 0.449
C 0.62589 3.09774 2.05691 0.17 -0.16 0.19 -0.321
C -0.93108 2.89167 2.52703 0.69 0.07 -0.37 0.013
C -2.04994 3.60391 1.56465 -1.05 0.05 0.90 -0.660
C -3.47151 3.60506 2.44587 -0.48 -0.87 0.38 -0.052
N -3.78048 4.96867 3.05511 0.59 -1.17 0.96 -0.763
C -1.14848 1.26519 2.73782 -0.30 0.98 -0.43 -0.415
O -0.75425 0.46020 1.56801 1.27 1.78 2.93 0.111
N -1.81505 -0.15719 1.00469 -0.96 2.79 -4.81 0.127
O -1.90660 0.37902 -0.10837 -0.79 -2.96 3.06 -0.378
S 0.01119 0.79911 4.18363 -3.08 -3.74 5.71 1.112
O -0.63980 1.45419 5.44446 2.74 -0.82 -4.79 -0.669
O -0.04558 -0.74619 4.42886 1.48 5.61 -2.24 -0.620
O 1.56854 1.38574 3.81318 -3.23 -0.10 0.24 -0.324
H 4.06296 2.84706 0.95246 -2.82 1.41 0.94 0.285
H 3.58514 4.77445 1.34113 1.79 -2.26 1.56 0.223
H 3.84986 3.26295 4.02154 -1.89 1.62 -1.45 0.343
H 1.16421 3.54552 4.22825 0.96 -1.71 -1.07 0.249
H 0.80669 4.20149 1.64924 -0.44 -2.35 1.26 0.084
H 0.96154 2.38514 1.16490 -0.86 1.33 2.03 0.118
H -1.03421 3.37264 3.61449 0.12 -1.14 -2.27 0.328
H -1.79313 4.75314 1.37461 -0.33 -2.61 0.38 0.372
H -2.21477 3.05236 0.52950 0.55 1.13 2.25 0.217
H -4.39649 3.26016 1.81094 1.89 0.77 1.06 -0.034
H -3.41258 2.85274 3.36908 0.15 1.08 -2.15 0.279
H -4.62473 4.85349 3.69247 1.44 0.15 -1.11 0.276
H -2.97180 5.14743 3.71559 -1.31 -0.05 -0.88 0.274
H -2.26580 1.02253 2.98899 2.31 0.23 0.13 0.468
C 2.65619 8.97274 1.34343 -0.03 -0.06 -0.15 -0.468
C 3.08833 9.76017 0.27668 -0.08 -0.15 -0.02 -0.364
C 2.81186 9.37258 -1.03411 -0.09 -0.13 0.14 -0.346
C 2.09391 8.20143 -1.27797 0.06 0.07 0.15 -0.481
C 1.65853 7.41597 -0.21102 0.11 0.12 0.04 -0.263
C 1.94308 7.79877 1.09950 0.08 0.12 -0.17 -0.246
H 2.87481 9.27335 2.36475 -0.03 -0.04 -0.15 0.355
H 3.64181 10.67631 0.46701 -0.08 -0.15 -0.03 0.350
H 3.15453 9.98285 -1.86529 -0.06 -0.08 0.12 0.353
H 1.87412 7.90176 -2.29925 0.03 0.04 0.15 0.351
H 1.09763 6.50417 -0.40119 0.07 0.13 0.01 0.355
H 1.60851 7.18374 1.93027 0.03 0.08 -0.08 0.404
C -2.68434 -2.56353 4.30144 -0.16 -0.09 0.13 -0.044
C -2.37540 -2.15617 5.59889 -0.10 0.02 0.14 -0.243
C -3.01873 -2.74471 6.68727 -0.12 -0.14 -0.24 -0.609
C -3.96481 -3.74859 6.47834 0.09 0.09 -0.12 -0.339
C -4.27098 -4.15856 5.18100 0.08 0.10 0.02 -0.343
C -3.63438 -3.56347 4.09217 0.05 0.08 0.19 -0.627
H -2.18524 -2.10223 3.45330 -0.01 -0.07 0.14 0.388
H -1.63318 -1.37873 5.76193 -0.22 -0.23 -0.03 0.389
H -2.78267 -2.42237 7.69776 -0.02 -0.04 -0.14 0.361
H -4.46270 -4.21079 7.32662 0.06 0.05 -0.12 0.352
H -5.00710 -4.94204 5.01845 0.11 0.12 0.02 0.355
H -3.87717 -3.87925 3.08137 0.03 0.02 0.12 0.371
C -6.34655 0.79752 0.63778 -0.18 0.07 -0.02 -0.211
C -6.46087 1.99318 -0.07081 -0.14 -0.09 0.06 -0.300
C -7.72075 2.48872 -0.40540 -0.01 -0.15 0.11 -0.454
C -8.86773 1.79286 -0.02235 0.20 -0.05 0.03 -0.409
C -8.75344 0.59911 0.68953 0.14 0.08 -0.05 -0.327
C -7.49326 0.09880 1.01603 0.00 0.16 -0.08 -0.535
H -5.36440 0.40989 0.89539 -0.12 0.03 -0.04 0.396
H -5.56724 2.53888 -0.36327 -0.12 -0.08 0.00 0.400
H -7.80932 3.41692 -0.96336 0.01 -0.13 0.09 0.357
H -9.84978 2.18140 -0.27875 0.15 -0.06 0.03 0.351
H -9.64743 0.05780 0.98938 0.15 0.08 -0.05 0.350
H -7.40447 -0.83406 1.56583 -0.01 0.13 -0.07 0.386
C 2.64197 -2.34536 -1.75169 -0.04 0.22 0.07 -0.405
C 1.47659 -1.90611 -1.12422 0.11 0.08 -0.09 -0.411
C 1.08691 -0.57134 -1.23069 0.14 -0.03 -0.08 0.276
C 1.85825 0.32285 -1.97364 0.02 -0.21 0.06 -0.694
C 3.02166 -0.11731 -2.60422 -0.06 -0.10 0.08 -0.428
C 3.41627 -1.45005 -2.49001 -0.14 0.10 0.14 -0.544
H 2.94716 -3.38493 -1.66565 -0.04 0.13 -0.01 0.517
H 0.87195 -2.60450 -0.55103 0.10 0.10 -0.07 0.419
H 0.18240 -0.22790 -0.73610 0.30 -0.05 -0.20 0.149
H 1.55212 1.36199 -2.06079 0.03 -0.13 0.00 0.410
H 3.62177 0.57930 -3.18451 -0.08 -0.11 0.09 0.393
H 4.32561 -1.79136 -2.97682 -0.11 0.04 0.05 0.386
C 1.44949 -6.09380 -5.37831 -0.03 0.18 -0.03 -0.170
C 1.80356 -5.91432 -6.71517 -0.17 0.21 0.08 -0.712
C 2.29981 -4.68464 -7.14694 -0.06 -0.01 0.16 -0.197
C 2.45141 -3.63643 -6.23875 -0.04 -0.21 0.04 -0.550
C 2.10085 -3.81715 -4.90109 -0.03 -0.05 -0.10 -0.028
C 1.59585 -5.04400 -4.47127 0.03 0.00 -0.26 -0.553
H 1.05956 -7.05124 -5.04290 0.08 0.13 -0.05 0.357
H 1.69186 -6.73329 -7.42136 0.01 0.11 0.10 0.366
H 2.56929 -4.54303 -8.19003 -0.03 -0.03 0.14 0.374
H 2.84273 -2.67958 -6.57403 -0.06 -0.13 0.05 0.391
H 2.22059 -3.00068 -4.19314 -0.07 -0.18 -0.19 0.307
H 1.31767 -5.18270 -3.43023 0.04 0.02 -0.12 0.392
C 6.38200 -8.27046 -3.55408 -0.10 0.07 -0.12 -0.392
C 6.22758 -8.86730 -4.80496 -0.07 0.10 0.06 -0.364
C 5.39245 -8.28504 -5.75803 0.03 0.13 0.22 -0.570
C 4.71878 -7.09937 -5.46329 0.18 -0.11 0.00 -0.068
C 4.87618 -6.50055 -4.21368 0.12 -0.12 0.03 -0.107
C 5.70408 -7.08784 -3.25732 -0.02 -0.10 -0.21 -0.533
H 7.03028 -8.72638 -2.81036 -0.09 0.06 -0.11 0.355
H 6.75793 -9.78751 -5.03697 -0.08 0.13 0.04 0.353
H 5.26710 -8.75392 -6.73021 0.03 0.07 0.12 0.367
H 4.07174 -6.64283 -6.20762 0.22 -0.10 0.22 0.268
H 4.35239 -5.57568 -3.98473 0.07 -0.17 -0.07 0.343
H 5.82215 -6.62399 -2.28198 0.00 -0.06 -0.12 0.364
```
Forces are in eV/Å.

The SMILES is C=C[C@H]1C[C@@H](CCN)[C@@H](ON=O)S(=O)(=O)O1.c1ccccc1.c1ccccc1.c1ccccc1.c1ccccc1.c1ccccc1.c1ccccc1. The multiplicity is 1. The total energy comes out at -2590.0117 hartree. For the largest force on an atom, the calculation gives 7.488 eV/A.


no.,E_HOMO (eV),orbital gap (eV)
1,-9.6,7.59
2,-8.1,6.31